[1]
{
  "formula": "C33H35F5N4P2Zn",
  "method": "the ωB97M-V functional and the def2-TZVPD basis",
  "elements": ["Zn", "C", "C", "C", "C", "C", "C", "C", "C", "C", "H", "H", "H", "H", "H", "H", "H", "H", "H", "H", "H", "H", "H", "H", "H", "P", "P", "N", "N", "N", "N", "C", "C", "C", "C", "C", "C", "C", "C", "C", "C", "C", "C", "C", "C", "C", "C", "C", "C", "H", "H", "H", "H", "H", "H", "H", "H", "H", "H", "H", "H", "H", "H", "H", "H", "H", "H", "H", "H", "F", "C", "C", "C", "F", "C", "F", "C", "F", "C", "F"],
  "xyz": [[-0.662230, -1.233985, -1.346869], [-4.173371, 1.528736, -0.685255], [-3.372929, 2.168007, 0.158695], [-3.307491, 2.026753, 1.630921], [-3.722089, 0.650366, 2.187340], [-3.029058, -0.470343, 1.498519], [-3.087514, -0.851531, 0.200451], [-4.369530, -0.916118, -0.569659], [-5.123184, 0.434727, -0.422177], [1.295020, -2.608904, -1.801459], [-4.246565, 1.907337, -1.718996], [-2.873247, 3.076330, -0.179480], [-3.937769, 2.805059, 2.117845], [-2.291490, 2.248855, 2.001276], [-3.399696, 0.642095, 3.231741], [-4.809551, 0.546633, 2.203615], [-2.511961, -1.132176, 2.201933], [-2.258174, -1.378908, -0.360433], [-5.026362, -1.732414, -0.191795], [-4.155561, -1.062410, -1.651563], [-5.891706, 0.443537, -1.194944], [-5.621854, 0.494178, 0.541929], [1.691011, -2.546995, -2.826302], [0.753895, -3.555194, -1.734160], [2.189995, -2.739138, -1.176827], [0.477366, -1.445787, 0.951775], [1.378866, 1.378353, -0.599208], [-0.642418, -2.872415, 1.151217], [1.553246, -2.039779, 2.233115], [0.036300, 1.612254, -1.635316], [1.994979, 3.043408, -0.754305], [-0.125039, 0.160468, 1.602141], [0.574869, 1.441249, 1.076297], [-1.229633, -3.467371, 0.043019], [-2.146523, -4.407219, 0.463772], [-2.156016, -4.376900, 1.903366], [-1.222467, -3.437126, 2.315543], [2.297551, -3.235138, 2.059998], [3.135621, -3.434269, 3.162181], [2.870412, -2.339420, 4.060015], [1.902510, -1.532267, 3.475372], [-0.338717, 0.436144, -2.441515], [-1.491925, 0.890091, -3.158013], [-1.913637, 2.117370, -2.650391], [-0.995978, 2.520076, -1.683184], [1.432241, 4.314741, -1.025125], [2.449957, 5.269151, -1.138100], [3.687845, 4.581831, -0.888777], [3.369222, 3.258785, -0.633113], [-0.085457, 0.155222, 2.703207], [-1.210428, 0.204528, 1.357021], [-0.205944, 2.246314, 1.066696], [1.328275, 1.719710, 1.826437], [-1.035689, -3.155939, -1.021575], [-2.769777, -5.019991, -0.188328], [-2.804315, -4.928718, 2.543882], [-0.917266, -3.039950, 3.289696], [2.205191, -3.808661, 1.148016], [3.806173, -4.291640, 3.331755], [3.303143, -2.194179, 5.042934], [1.448455, -0.619522, 3.802306], [0.542721, 0.067463, -2.962872], [-1.940333, 0.344133, -3.978364], [-2.831163, 2.663754, -2.910755], [-1.061137, 3.421639, -1.072641], [0.368643, 4.484419, -1.067569], [2.301808, 6.331186, -1.356552], [4.682399, 5.018220, -0.894719], [4.001111, 2.447106, -0.338033], [3.371968, -0.662722, 0.734280], [3.686603, -0.272205, -0.539271], [2.694199, 0.367435, -1.346398], [3.133944, 0.316728, -2.731983], [2.304255, 0.501926, -3.805712], [4.500679, 0.303631, -3.069939], [4.922541, 0.740887, -4.290896], [5.483774, 0.073571, -2.117824], [6.786131, 0.295524, -2.376403], [5.052452, -0.312782, -0.854322], [5.979822, -0.577817, 0.072810]],
  "atomic_forces_ev_per_a": [[2.93, -0.80, -0.72], [-0.45, 1.44, -0.76], [-0.72, 1.08, -0.04], [-0.12, -0.17, 0.93], [-0.64, 0.27, 0.55], [0.16, -1.39, -0.28], [-0.69, -1.32, 0.48], [-0.20, 1.33, -0.70], [-0.37, -1.12, -0.35], [-0.80, 0.16, -0.83], [0.32, -0.27, 0.65], [-0.04, -0.43, -0.20], [0.26, -0.35, -0.34], [-0.13, -0.07, -0.22], [-0.18, -0.10, 0.02], [0.08, 0.13, 0.08], [0.92, 0.60, -0.50], [-1.21, -0.14, 1.69], [0.69, 0.31, -0.31], [-0.21, -0.14, 0.57], [-0.20, 0.15, 0.11], [0.04, 0.03, -0.14], [-0.19, 0.04, -0.03], [0.22, -0.31, -0.18], [-0.23, 0.53, 0.39], [-0.04, -1.05, 0.04], [-1.32, 2.57, -1.63], [-0.19, 0.89, 0.39], [0.69, -1.26, 0.13], [1.34, -2.17, -0.11], [0.64, 0.88, 0.52], [-0.71, -0.09, 1.08], [0.69, -1.06, 1.08], [-0.77, -0.73, -0.26], [0.27, 0.50, 0.25], [0.97, 1.02, -0.34], [-0.05, 0.23, -1.17], [0.47, 0.69, 0.79], [-1.19, 0.55, -0.67], [-0.62, 0.05, -0.55], [0.66, -0.48, -0.24], [-0.22, 1.79, -0.49], [-0.26, 0.57, -0.36], [0.25, -0.39, -0.26], [-0.40, 0.72, 0.20], [0.90, 0.62, 0.01], [-0.69, -1.42, 0.32], [-0.72, -0.57, 0.15], [0.03, 0.91, -0.28], [-0.12, 0.30, -0.24], [0.91, -0.08, -0.01], [0.93, -0.41, -0.64], [0.01, 0.16, -0.40], [0.05, -0.96, 1.62], [0.30, 0.21, 0.30], [-0.16, -0.35, 0.32], [-0.18, -0.47, -0.46], [-0.09, 0.08, 0.09], [-0.49, 0.70, -0.22], [-0.08, 0.05, -0.22], [0.04, 0.17, 0.32], [-0.31, -0.38, -0.02], [-0.05, 0.00, 0.21], [0.80, -0.27, 0.05], [0.21, -0.75, -0.26], [0.39, -0.12, -0.18], [0.06, -0.60, 0.10], [-0.27, -0.22, 0.06], [0.32, -0.20, -0.13], [0.12, 0.76, -0.97], [0.68, 0.39, 1.29], [-0.15, -1.35, -0.28], [0.24, 1.19, -0.61], [0.53, 0.18, 1.27], [-0.09, 0.79, -0.31], [-0.73, -0.76, 0.81], [-0.07, -0.03, -0.02], [-0.80, -0.29, 0.10], [-0.47, 0.28, 0.01], [-0.46, -0.25, -0.02]],
  "mulliken_charge": [-0.21, -0.47, -0.35, -0.66, -1.26, 0.36, 1.78, -0.94, -0.93, -1.51, 0.32, 0.80, 0.49, 0.11, 0.51, 0.44, 0.32, -1.72, 0.34, 0.34, 0.52, 0.32, 0.36, 0.56, 0.22, 1.25, -0.88, 1.08, 1.06, 0.35, 0.62, 1.21, -0.94, -0.47, -1.02, -0.81, -0.58, -0.78, -0.59, -0.79, -0.67, -0.11, -0.70, -1.16, -0.18, -0.22, -0.59, -0.75, -0.39, 1.06, -2.85, 0.40, 0.57, 0.44, 0.47, 0.46, 0.48, 0.41, 0.42, 0.43, 0.44, 0.39, 0.50, 0.82, 0.32, 0.29, 0.43, 0.44, 0.37, -0.30, -0.02, 0.99, -0.75, -0.36, 0.42, -0.30, 0.52, -0.32, 0.48, -0.32],
  "e_tot_ha": -4458.36832,
  "mol_weight_g_mol": 710.00,
  "homo_energy_ev": [-4.85, -5.04],
  "orbital_gap_ev": [3.5, 3.8]
}

---

[2]
{
  "formula": "C9H14",
  "method": "the ωB97M-V functional and the def2-TZVPD basis",
  "elements": ["C", "C", "C", "C", "C", "C", "C", "H", "H", "H", "H", "H", "H", "H", "H", "C", "C", "H", "H", "H", "H", "H", "H"],
  "xyz": [[-0.529700, 1.004094, 1.000314], [-0.971996, -0.484217, 0.595677], [-1.468457, -1.252942, 1.664747], [-2.038361, -2.532907, 1.473734], [-2.202273, -3.027588, 0.164259], [-1.882929, -2.123811, -0.872247], [-1.284220, -0.900059, -0.690780], [0.459330, 1.067742, 1.464295], [-1.096969, 1.598247, 1.766498], [-0.598462, 1.605543, 0.162669], [-1.174976, -1.068199, 2.782564], [-2.434940, -3.188039, 2.276217], [-2.702534, -3.905233, -0.183698], [-1.835844, -2.564580, -1.794609], [-1.104801, -0.211389, -1.660820], [2.509081, 2.525894, -1.561155], [2.808702, 1.416515, -0.570704], [1.414922, 2.721404, -1.627847], [2.872184, 3.564515, -1.429337], [2.743513, 2.160985, -2.569566], [3.806759, 1.515408, -0.003244], [2.549250, 0.367983, -0.769835], [2.162720, 1.710634, 0.382857]],
  "atomic_forces_ev_per_a": [[-0.09, -1.66, 1.52], [-1.43, 2.57, 2.34], [1.31, -1.90, 2.03], [-0.65, -0.70, -0.73], [0.15, 2.97, -0.08], [0.88, -1.08, 1.98], [0.55, 2.09, -1.91], [0.16, -0.39, -0.60], [-0.45, -1.38, -0.53], [0.37, 1.21, -1.94], [-0.79, 0.37, -2.30], [0.63, 0.85, -0.17], [-0.02, -0.77, 0.59], [-0.60, -0.56, -2.64], [-0.15, -1.64, 2.51], [-1.25, -0.13, -1.56], [-0.13, 1.85, 4.84], [0.41, -0.46, 0.19], [0.59, -0.96, 0.36], [0.30, 0.50, 0.03], [-0.95, -0.47, -1.62], [0.22, 0.58, -0.50], [0.91, -0.90, -1.80]],
  "nbo_charge": [-0.63, -0.01, -0.22, -0.21, -0.22, -0.21, -0.22, 0.22, 0.22, 0.21, 0.22, 0.22, 0.22, 0.20, 0.22, -0.63, -0.63, 0.20, 0.22, 0.20, 0.21, 0.22, 0.19],
  "smiles": "Cc1ccccc1.CC",
  "e_tot_ha": -351.25187,
  "de_lowest_kj_mol": 205.6,
  "mol_weight_g_mol": 122.21,
  "homo_energy_ev": -9.13,
  "orbital_gap_ev": 10.1
}

---

[3]
{
  "formula": "C17H17ClN2O3S",
  "method": "the ωB97M-V functional and the def2-TZVPD basis",
  "elements": ["C", "C", "C", "C", "O", "N", "C", "C", "S", "C", "C", "C", "C", "C", "C", "C", "Cl", "C", "C", "C", "C", "N", "O", "O", "H", "H", "H", "H", "H", "H", "H", "H", "H", "H", "H", "H", "H", "H", "H", "H", "H"],
  "xyz": [[-3.054872, -3.788910, 0.102682], [-3.356099, -2.498846, -0.581700], [-2.350335, -1.545578, -0.790836], [-0.930663, -1.782896, -0.358338], [-0.289094, -2.771959, -0.646388], [-0.435076, -0.773257, 0.394163], [0.969864, -0.670863, 0.704628], [1.689445, 0.220798, -0.303997], [0.934851, 1.876326, -0.422372], [1.626832, 2.681897, 1.073902], [3.115882, 2.738168, 1.009638], [3.731631, 3.510702, 0.028694], [5.106820, 3.563563, -0.085908], [5.900030, 2.835219, 0.785772], [5.312616, 2.057867, 1.766583], [3.931161, 2.008958, 1.871223], [3.245595, 1.019861, 3.124665], [-2.619094, -0.351906, -1.452449], [-3.889137, -0.071559, -1.928395], [-4.900120, -0.985123, -1.721638], [-4.637393, -2.173307, -1.045667], [-5.765973, -3.051403, -0.854322], [-6.672031, -2.966654, -1.657669], [-5.763630, -3.803604, 0.095885], [-3.369796, -3.738887, 1.144898], [-3.597393, -4.614427, -0.352103], [-1.991363, -3.999753, 0.061827], [-0.979660, 0.069236, 0.503016], [1.389196, -1.678883, 0.654942], [1.087212, -0.282003, 1.718924], [2.741744, 0.344578, -0.051803], [1.603697, -0.202120, -1.304525], [1.193589, 3.681555, 1.059029], [1.272208, 2.143746, 1.950363], [3.105752, 4.065842, -0.654504], [5.559975, 4.170423, -0.854376], [6.975313, 2.869216, 0.704036], [5.918815, 1.484813, 2.450794], [-1.820404, 0.357501, -1.619250], [-4.084987, 0.851837, -2.449640], [-5.905109, -0.800168, -2.069787]],
  "atomic_forces_ev_per_a": [[0.20, -0.32, 0.19], [-0.27, 0.01, -0.07], [-0.21, 0.05, -0.27], [-0.21, 0.14, 0.19], [0.19, -0.25, -0.21], [0.00, 0.25, 0.20], [0.22, -0.10, -0.09], [-0.26, 0.37, 0.20], [0.07, 0.01, 0.01], [-0.34, -0.36, -0.35], [0.12, -0.07, 0.19], [0.11, -0.02, 0.10], [-0.06, 0.07, -0.06], [-0.01, -0.07, 0.07], [0.09, -0.03, 0.00], [0.04, 0.23, -0.18], [0.00, -0.11, 0.13], [-0.09, -0.11, 0.02], [0.03, -0.06, 0.09], [-0.13, -0.14, 0.05], [1.02, 0.95, -0.22], [-0.47, -0.32, 0.01], [-0.26, -0.07, -0.19], [-0.04, -0.13, 0.27], [-0.04, -0.05, 0.02], [0.03, -0.01, 0.04], [-0.03, 0.00, -0.01], [-0.03, -0.15, -0.03], [-0.03, 0.11, 0.12], [0.03, -0.08, -0.09], [0.08, -0.09, -0.07], [0.07, -0.03, -0.01], [-0.02, -0.01, 0.08], [0.03, 0.20, 0.02], [-0.05, 0.05, -0.08], [0.04, 0.06, -0.07], [0.10, 0.00, 0.00], [0.03, -0.05, 0.07], [0.09, 0.06, 0.01], [-0.04, 0.07, -0.05], [0.00, 0.00, -0.02]],
  "nbo_charge": [-0.66, 0.05, -0.07, 0.65, -0.62, -0.61, -0.25, -0.53, 0.17, -0.54, -0.10, -0.13, -0.23, -0.20, -0.23, -0.03, 0.00, -0.19, -0.21, -0.17, 0.01, 0.53, -0.38, -0.37, 0.24, 0.24, 0.25, 0.41, 0.24, 0.21, 0.23, 0.24, 0.24, 0.24, 0.21, 0.22, 0.22, 0.23, 0.22, 0.22, 0.25],
  "smiles": "Cc1c(C(=O)NCCSCc2ccccc2Cl)cccc1[N+](=O)[O-]",
  "e_tot_ha": -1851.56174,
  "de_lowest_kj_mol": 233.0,
  "mol_weight_g_mol": 364.85,
  "homo_energy_ev": -9.13,
  "orbital_gap_ev": 8.8
}

---

[4]
{
  "formula": "C16H16N2O4",
  "method": "the ωB97M-V functional and the def2-TZVPD basis",
  "elements": ["C", "O", "C", "C", "C", "C", "N", "O", "O", "C", "C", "N", "C", "O", "C", "C", "C", "C", "C", "C", "C", "C", "H", "H", "H", "H", "H", "H", "H", "H", "H", "H", "H", "H", "H", "H", "H", "H"],
  "xyz": [[0.777196, 3.200245, -1.362602], [0.582968, 1.805871, -1.292602], [-0.601013, 1.331627, -0.820038], [-1.687795, 2.120719, -0.469679], [-2.851854, 1.537138, -0.004549], [-2.925438, 0.157231, 0.107935], [-4.141530, -0.444510, 0.580002], [-4.204896, -1.654069, 0.611008], [-5.041515, 0.299615, 0.917285], [-1.848573, -0.656432, -0.234263], [-0.681347, -0.077389, -0.696431], [0.450458, -0.798988, -1.057525], [0.755291, -2.090853, -0.731435], [-0.019072, -2.855052, -0.206124], [2.162387, -2.517117, -1.122274], [3.240136, -1.427711, -1.044884], [3.086721, -0.493955, 0.129965], [2.671447, -0.952748, 1.374104], [2.512621, -0.073147, 2.429985], [2.775878, 1.275551, 2.262138], [3.207407, 1.739739, 1.032113], [3.357546, 0.860451, -0.025038], [1.795090, 3.335469, -1.723619], [0.677287, 3.663882, -0.377563], [0.079395, 3.667221, -2.063531], [-1.637785, 3.193743, -0.554893], [-3.703833, 2.139064, 0.269186], [-1.923901, -1.726730, -0.124794], [1.187491, -0.217256, -1.430641], [2.112648, -2.907140, -2.142584], [2.415110, -3.359399, -0.476608], [4.214966, -1.920992, -0.979063], [3.251419, -0.840614, -1.967570], [2.461436, -2.000625, 1.522646], [2.180009, -0.443497, 3.388114], [2.648304, 1.960525, 3.087159], [3.424490, 2.789180, 0.893861], [3.691193, 1.230109, -0.985298]],
  "atomic_forces_ev_per_a": [[0.06, 0.24, -0.02], [-0.25, -0.42, 0.03], [-0.15, -0.19, 0.07], [0.30, -0.03, -0.12], [-0.29, -0.38, 0.14], [1.15, 0.79, -0.46], [-0.53, -0.20, 0.19], [-0.02, -0.30, 0.03], [-0.24, 0.11, 0.09], [-0.24, -0.08, 0.10], [-0.26, 0.36, 0.08], [0.19, 0.21, -0.34], [0.33, 0.05, -0.27], [-0.21, -0.21, 0.20], [0.08, -0.06, 0.05], [-0.02, -0.10, 0.02], [0.24, 0.11, -0.01], [0.06, 0.04, -0.02], [-0.03, -0.04, 0.08], [-0.01, 0.10, 0.07], [0.01, 0.08, 0.02], [0.06, -0.10, 0.03], [-0.06, 0.05, 0.02], [-0.01, -0.03, -0.02], [0.02, -0.03, 0.04], [0.04, 0.09, -0.02], [-0.01, 0.02, 0.01], [0.02, 0.06, -0.04], [-0.04, -0.15, 0.10], [0.00, -0.06, 0.05], [-0.11, 0.04, -0.04], [-0.04, 0.04, -0.13], [0.05, 0.01, 0.02], [-0.06, -0.16, 0.02], [-0.03, -0.03, 0.08], [-0.01, 0.05, 0.07], [0.02, 0.09, 0.00], [0.01, 0.02, -0.12]],
  "nbo_charge": [-0.25, -0.52, 0.38, -0.32, -0.16, -0.01, 0.53, -0.37, -0.39, -0.20, 0.09, -0.62, 0.70, -0.60, -0.50, -0.43, -0.05, -0.17, -0.21, -0.22, -0.21, -0.21, 0.20, 0.19, 0.18, 0.23, 0.25, 0.29, 0.42, 0.24, 0.24, 0.24, 0.21, 0.21, 0.22, 0.22, 0.21, 0.21],
  "smiles": "COc1ccc([N+](=O)[O-])cc1NC(=O)CCc1ccccc1",
  "e_tot_ha": -1029.70210,
  "de_lowest_kj_mol": 352.3,
  "mol_weight_g_mol": 300.31,
  "homo_energy_ev": -8.63,
  "orbital_gap_ev": 8.5
}